1.
80
Properties=species:S:1:pos:R:3 method="wB97M-V/def2-TZVPD" de_lowest_kcal_mol=0.0 homo_lumo_gap_ev=6.6 charge=-2 multiplicity=1 homo_ha=-0.099
Zr 1.640 0.002 -1.389
O -1.584 -4.189 0.867
C -1.801 -4.252 -0.460
C -2.639 -5.262 -0.935
C -2.887 -5.382 -2.290
C -2.311 -4.499 -3.199
C -1.493 -3.488 -2.730
C -1.232 -3.346 -1.369
C -0.372 -2.222 -0.934
O -0.029 -1.339 -1.788
N -0.026 -2.171 0.333
N 0.749 -1.041 0.555
C 0.893 -0.722 1.788
C 1.581 0.456 2.254
C 1.876 0.586 3.617
C 2.481 1.720 4.108
C 2.783 2.763 3.226
C 2.483 2.671 1.885
C 1.884 1.510 1.365
O 1.601 1.428 0.093
H -0.949 -3.441 1.017
H -3.074 -5.944 -0.217
H -3.536 -6.176 -2.642
H -2.500 -4.600 -4.260
H -1.027 -2.780 -3.406
H 0.445 -1.379 2.535
H 1.634 -0.237 4.281
H 2.733 1.799 5.157
H 3.273 3.655 3.599
H 2.727 3.465 1.191
Se 0.244 1.546 -3.204
Se 1.613 0.767 -4.944
Se 1.451 -1.554 -4.746
Se 2.851 -2.001 -2.910
O 7.079 -2.250 3.027
C 7.114 -1.242 2.293
O 7.987 -0.365 2.167
C 5.862 -1.055 1.395
C 4.815 -1.968 1.446
C 3.693 -1.769 0.669
N 3.562 -0.722 -0.155
C 4.591 0.133 -0.251
C 5.739 0.010 0.510
C 4.415 1.229 -1.284
O 5.262 2.087 -1.430
O 3.316 1.117 -1.964
H 4.903 -2.820 2.107
H 2.863 -2.465 0.691
H 6.536 0.733 0.413
C -3.058 -0.358 1.309
C -2.902 1.149 1.091
C -2.092 1.745 2.243
P -2.039 1.416 -0.538
C -3.369 0.992 -1.792
C -4.830 1.105 -1.356
C -3.102 -0.391 -2.390
C -1.958 3.274 -0.736
C -3.169 4.091 -0.289
C -0.659 3.830 -0.145
H -3.550 -0.556 2.267
H -2.080 -0.845 1.324
H -3.644 -0.840 0.526
H -3.894 1.614 1.081
H -1.051 1.415 2.203
H -2.508 1.422 3.202
H -2.093 2.835 2.232
H -3.185 1.724 -2.587
H -5.081 0.343 -0.615
H -5.483 0.941 -2.218
H -5.078 2.076 -0.928
H -3.221 -1.180 -1.642
H -2.090 -0.453 -2.786
H -3.810 -0.597 -3.200
H -1.864 3.371 -1.824
H -3.390 3.943 0.770
H -4.064 3.840 -0.858
H -2.974 5.158 -0.435
H -0.628 3.743 0.943
H -0.562 4.892 -0.394
H 0.209 3.305 -0.541

2.
20
Properties=species:S:1:pos:R:3 method="wB97M-V/def2-TZVPD" de_lowest_kcal_mol=0.0 homo_lumo_gap_ev="2.5 / 8.7" charge=-1 multiplicity=2 homo_ha="0.031 / -0.195"
C -0.364 0.423 0.100
N 0.332 0.120 1.334
C -0.227 0.481 2.581
O -1.602 0.112 2.817
C 0.587 0.253 -1.122
C 0.275 -1.040 -1.889
S 1.301 -2.471 -1.454
N 0.471 1.379 -2.050
H -0.657 1.478 0.112
H -1.287 -0.155 0.013
H 0.571 -0.868 1.384
H 0.308 -0.029 3.375
H -0.184 1.560 2.730
H -2.086 -0.088 2.011
H 1.583 0.161 -0.716
H 0.389 -0.879 -2.960
H -0.736 -1.364 -1.783
H 0.844 -2.642 -0.166
H -0.356 1.326 -2.617
H 0.836 2.243 -1.698

3.
49
Properties=species:S:1:pos:R:3 method="wB97M-V/def2-TZVPD" de_lowest_kcal_mol=137.9 homo_lumo_gap_ev=8.1 charge=+1 multiplicity=1 homo_ha=-0.398
C 1.411 -2.926 -1.959
C 2.070 -1.679 -1.349
C 1.204 -0.529 -0.972
C 1.786 0.724 -0.838
N 1.190 1.826 -0.341
N -0.193 -0.892 -0.832
N 0.937 -4.019 -0.965
H 2.148 -3.328 -2.544
H 0.591 -2.856 -2.611
H 2.918 -1.451 -2.067
H 2.657 -1.834 -0.444
H 2.927 0.730 -0.975
H 0.173 1.939 -0.197
H 1.720 2.763 -0.432
H -0.717 -0.373 -0.045
H -0.437 -1.957 -0.428
H -0.696 -0.987 -1.630
H 0.404 -4.635 -1.487
H 1.697 -4.477 -0.575
H -0.129 1.074 2.608
H -1.305 1.994 2.851
O -0.491 1.769 3.300
H -2.150 2.232 0.417
H -2.460 0.743 0.432
O -1.657 1.322 0.409
H 0.467 -1.931 2.168
H -0.092 -0.870 3.031
O -0.336 -1.294 2.234
H 2.076 -0.636 4.825
H 1.154 0.369 4.682
O 1.849 -0.013 4.176
H -1.434 -3.722 0.899
H -2.355 -3.037 1.894
O -2.298 -3.306 0.964
H 1.769 4.341 0.223
H 0.541 4.782 -0.638
O 1.341 4.362 -0.771
H -2.622 4.016 2.626
H -1.324 3.946 1.968
O -2.218 3.603 1.902
H -3.640 0.036 -2.560
H -3.327 0.610 -3.993
O -3.019 0.191 -3.191
H 1.640 2.894 2.150
H 2.657 2.722 0.902
O 2.135 3.364 1.467
H -2.214 -1.124 -4.966
H -2.454 -2.448 -4.346
O -1.891 -2.027 -4.973

4.
38
Properties=species:S:1:pos:R:3 method="wB97M-V/def2-TZVPD" homo_lumo_gap_ev=8.4 charge=+1 multiplicity=1 homo_ha=-0.466
C -0.706 0.434 -1.509
C -0.017 -0.538 -1.614
C 0.803 -1.748 -1.702
C 0.197 -3.039 -1.088
N 1.242 -3.536 -0.186
C 0.880 -4.184 1.096
C -0.076 -3.328 1.941
C 0.252 -3.350 3.435
Cl 1.986 -3.108 3.756
C 2.290 -2.736 -0.211
N 3.490 -2.935 0.348
N 2.097 -1.539 -0.960
O 1.937 -0.595 0.104
H -1.161 1.402 -1.490
H 0.982 -1.945 -2.758
H 0.134 -3.767 -1.899
H -0.811 -2.941 -0.694
H 0.392 -5.131 0.863
H 1.797 -4.446 1.617
H -0.118 -2.286 1.611
H -1.083 -3.726 1.811
H -0.130 -4.250 3.910
H -0.270 -2.519 3.904
H 4.291 -2.854 -0.260
H 3.634 -3.080 1.335
H 1.488 -1.026 0.851
C -0.068 4.764 0.060
O -0.812 5.882 -0.417
C -1.960 5.565 -1.018
O -2.388 4.448 -1.178
O -2.548 6.688 -1.409
C -3.801 6.506 -2.076
H 0.835 5.156 0.520
H -0.638 4.213 0.806
H 0.207 4.108 -0.766
H -4.519 6.022 -1.416
H -3.670 5.920 -2.984
H -4.158 7.498 -2.333

5.
11
Properties=species:S:1:pos:R:3 method="wB97M-V/def2-TZVPD" de_lowest_kcal_mol=14.4 homo_lumo_gap_ev="8.6 / 5.0" charge=+1 multiplicity=2 homo_ha="-0.515 / -0.511"
S -1.390 -2.108 -2.168
S -0.101 -1.775 -3.798
H -0.993 -0.800 -1.642
H -0.694 -0.623 -4.260
O -0.587 -0.098 0.372
C 0.459 0.429 0.911
C 0.456 0.962 2.292
H 1.429 0.516 0.352
H 1.207 0.560 2.984
H 0.739 2.040 2.159
H -0.526 0.896 2.798

6.
17
Properties=species:S:1:pos:R:3 method="wB97M-V/def2-TZVPD" de_lowest_kcal_mol=82.0 homo_lumo_gap_ev=10.4 smiles="CC1=C[C@H]2OC[C@@H]12.[H][H]" multiplicity=1 homo_ha=-0.342
C -1.259 0.807 1.044
C -0.476 -0.111 0.156
C -0.409 -0.344 -1.171
C 1.035 -0.735 -1.099
O 1.937 0.420 -0.986
C 1.996 0.308 0.444
C 0.882 -0.732 0.437
H -1.438 0.401 2.046
H -2.206 1.117 0.597
H -0.656 1.720 1.157
H -1.093 -0.231 -2.008
H 1.477 -1.509 -1.730
H 1.774 1.244 0.977
H 2.969 -0.076 0.775
H 0.943 -1.649 1.030
H -2.770 -0.658 -0.401
H -3.122 -0.342 -0.967

7.
21
Properties=species:S:1:pos:R:3 method="wB97M-V/def2-TZVPD" de_lowest_kcal_mol=69.9 homo_lumo_gap_ev=8.7 charge=+1 multiplicity=1 homo_ha=-0.511
C -2.411 0.428 0.162
C 0.033 -0.878 0.719
C 0.021 0.405 0.009
C 0.940 -2.003 0.292
C 0.134 0.473 -1.468
C 1.111 1.396 0.543
N -1.224 1.156 0.298
N -2.262 -0.858 0.207
H -3.355 0.946 -0.025
H -0.476 -0.925 1.726
H 1.878 -1.399 0.048
H 0.587 -2.551 -0.635
H 1.225 -2.824 0.983
H 1.020 0.145 -1.976
H -0.071 1.555 -1.824
H -0.826 -0.007 -1.857
H 2.046 0.790 0.466
H 0.808 1.920 1.525
H 1.007 2.183 -0.191
H -1.336 2.163 0.009
H -2.992 -1.476 -0.143

8.
73
Properties=species:S:1:pos:R:3 method="wB97M-V/def2-TZVPD" de_lowest_kcal_mol=3.1 homo_lumo_gap_ev="8.0 / 6.5" charge=+1 multiplicity=4 homo_ha="-0.372 / -0.427"
Ni 0.058 0.068 -0.044
C 0.938 0.215 3.671
As -0.346 -0.180 2.254
C -1.999 0.477 3.065
C -0.601 -2.110 2.429
C -0.461 -2.740 3.662
C -0.615 -4.113 3.773
C -0.914 -4.867 2.648
C -1.072 -4.246 1.420
C -0.919 -2.867 1.300
As -1.208 -1.954 -0.399
C -0.866 -3.335 -1.733
C -3.169 -1.936 -0.388
H 0.497 0.065 4.654
H 1.248 1.255 3.577
H 1.810 -0.424 3.547
H -2.216 -0.097 3.963
H -2.817 0.375 2.352
H -1.889 1.531 3.319
H -0.227 -2.153 4.542
H -0.499 -4.593 4.735
H -1.025 -5.940 2.727
H -1.313 -4.838 0.546
H -1.559 -4.166 -1.631
H 0.161 -3.679 -1.629
H -0.990 -2.894 -2.721
H -3.535 -2.928 -0.129
H -3.549 -1.647 -1.368
H -3.516 -1.215 0.352
C 2.369 0.902 -2.781
S 2.371 0.440 -1.059
O 3.717 0.417 -0.585
O 1.533 1.473 -0.353
O 1.649 -0.850 -0.972
H 3.089 1.709 -2.891
H 1.371 1.216 -3.080
H 2.682 0.030 -3.352
C 0.605 3.950 1.540
Ge 0.355 3.984 -0.422
C -1.008 5.326 -1.022
C 2.064 4.435 -1.294
Ge -1.403 1.786 -0.715
C -1.662 1.781 -2.685
C -1.260 0.641 -3.385
C -1.468 0.537 -4.753
C -2.079 1.578 -5.436
C -2.474 2.722 -4.754
C -2.264 2.825 -3.387
C -3.115 2.406 0.083
C -3.219 3.265 1.174
C -4.439 3.452 1.808
C -5.561 2.758 1.377
C -5.468 1.893 0.295
C -4.253 1.727 -0.354
H 1.227 4.807 1.803
H 1.136 3.036 1.802
H -0.331 4.005 2.092
H -0.642 6.289 -0.654
H -2.000 5.135 -0.617
H -1.056 5.361 -2.109
H 2.344 5.433 -0.954
H 1.976 4.449 -2.379
H 2.839 3.731 -0.997
H -0.771 -0.169 -2.852
H -1.154 -0.352 -5.287
H -2.250 1.498 -6.501
H -2.956 3.531 -5.287
H -2.579 3.716 -2.857
H -2.344 3.798 1.530
H -4.514 4.142 2.639
H -6.509 2.892 1.882
H -6.340 1.351 -0.049
H -4.187 1.070 -1.217